Molecular formula: C31H23Br2N5O2Tl
Method: DFT, ωB97M-V with the def2-TZVPD basis set

Values from the calculation:
Maximum force   0.0078 hartree/bohr
Energy   -188820.0482 eV
LUMO level   -11.79 eV
HOMO level   -15.104 eV
ΔE to the lowest compared entry with this formula, charge and spin   0.0 kcal/mol
M   861.7 g mol⁻¹
Net charge   +3

The geometry in XYZ format:
```
64
C31H23Br2N5O2Tl (ωB97M-V with the def2-TZVPD basis set)
Tl -0.928 0.808 -1.049
C 2.749 0.306 -3.460
O 2.355 -0.144 -2.121
C 2.874 -1.186 -1.600
C 3.851 -1.997 -2.157
C 4.312 -3.064 -1.412
Br 5.624 -4.132 -2.078
C 3.805 -3.404 -0.084
C 2.830 -2.692 0.506
C 2.290 -1.488 -0.213
O 1.438 -0.778 0.248
C 2.282 -3.040 1.814
N 1.347 -2.363 2.486
C 1.052 -3.009 3.672
C 0.151 -2.712 4.696
C 0.103 -3.616 5.729
C 0.922 -4.770 5.760
C 1.821 -5.056 4.761
C 1.865 -4.143 3.708
N 2.608 -4.119 2.539
H 2.508 -0.474 -4.180
H 3.812 0.540 -3.458
H 2.162 1.198 -3.638
H 4.264 -1.802 -3.136
H 4.256 -4.265 0.392
H 0.921 -1.519 2.126
H -0.469 -1.827 4.681
H -0.581 -3.443 6.549
H 0.835 -5.445 6.600
H 2.453 -5.932 4.796
H 3.291 -4.818 2.289
C 2.429 4.310 -0.052
C 1.730 3.142 -0.368
N 0.418 3.086 -0.499
C -0.295 4.219 -0.316
C 0.313 5.440 0.015
C 1.711 5.462 0.142
C -0.487 6.618 0.203
C -1.823 6.570 0.040
C -2.477 5.342 -0.320
C -3.868 5.275 -0.520
C -4.446 4.081 -0.860
C -3.624 2.958 -0.985
N -2.315 2.987 -0.804
C -1.733 4.167 -0.483
H 3.506 4.297 0.035
H 2.267 2.209 -0.516
H 2.209 6.391 0.390
H 0.005 7.542 0.476
H -2.429 7.456 0.178
H -4.467 6.170 -0.408
H -5.510 3.995 -1.023
H -4.057 1.996 -1.241
Br -2.216 -2.210 0.217
C -3.198 -2.184 -1.437
C -4.111 -3.195 -1.664
C -4.818 -3.136 -2.855
C -4.578 -2.090 -3.735
C -3.638 -1.137 -3.389
N -2.946 -1.179 -2.242
H -4.267 -3.985 -0.945
H -5.547 -3.900 -3.089
H -5.114 -2.010 -4.670
H -3.426 -0.301 -4.044
```